[1]
44
Properties=species:S:1:pos:R:3 method="wB97M-V/def2-TZVPD" fmax_ev_per_a=2.17 de_lowest_kj_mol=237.6 molar_mass_g_mol=247.285 homo_lumo_gap_ev=9.700 total_charge=0 homo_ha=-0.3548 smiles=CCC[C@H](N)CO.O.O.O.O.O.O.O.O
C 1.7315 0.5749 -1.5309
O 2.6419 -0.3085 -0.8619
C 0.2982 0.0973 -1.7463
C -0.3624 0.7506 -2.9905
C -0.9766 -0.2967 -4.0026
C -0.2264 -1.6557 -4.0392
N -0.6291 0.0749 -0.6313
H 1.6849 1.5018 -0.9379
H 2.1843 0.6120 -2.5238
H 2.1643 -0.5601 -0.0627
H 0.4586 -0.9725 -1.9246
H -1.2183 1.2691 -2.5543
H 0.2079 1.4619 -3.5819
H -2.0375 -0.3797 -3.7855
H -0.8328 0.1183 -5.0009
H 0.8271 -1.4675 -3.8528
H -0.3862 -2.0925 -5.0251
H -0.6584 -2.3285 -3.3064
H -0.5065 -0.7835 -0.1156
H -0.7171 0.8322 0.0351
H -0.6046 3.8994 0.5918
H -0.8874 2.7005 1.5939
O -0.2217 3.2817 1.2181
H -2.7417 0.1925 2.9393
H -2.2602 0.2885 4.4178
O -1.9760 0.3421 3.5031
H 1.0295 -2.6928 1.1202
H 1.2474 -2.2657 -0.2806
O 1.2118 -3.0742 0.2410
H -3.5625 -1.7693 0.4912
H -3.0191 -0.4997 -0.3091
O -3.7620 -0.8902 0.1661
H 3.0826 -0.4149 2.9852
H 2.3984 0.8980 3.1894
O 2.2601 -0.0412 3.3015
H 4.0153 1.7532 1.0229
H 3.4797 0.3211 0.7960
O 3.7032 0.9658 1.4783
H -0.7196 -0.8645 1.7315
H 0.3696 -0.7983 2.8595
O -0.0784 -1.3708 2.2261
H -3.9686 1.0988 0.7635
H -3.1900 2.2465 0.7594
O -3.0870 1.3376 1.0913

---

[2]
105
Properties=species:S:1:pos:R:3 method="wB97M-V/def2-TZVPD" fmax_ev_per_a=0.49 s_squared=6.013 de_lowest_kj_mol=28.3 molar_mass_g_mol=903.902 homo_lumo_gap_ev="7.591 / 7.132" total_charge=+2 homo_ha="-0.4736 / -0.5062" multiplicity=5
Pd -0.8989 0.1939 0.4711
S -3.8692 -6.8369 0.9244
N -3.0772 -5.9655 2.0212
C -2.7705 -4.8141 1.4440
C -2.0308 -3.7287 2.0601
C -1.5196 -3.7849 3.3588
C -0.7943 -2.7186 3.8404
C -0.5919 -1.6138 3.0130
N -1.0905 -1.5525 1.7879
C -1.8064 -2.5813 1.2975
C -2.3159 -2.4608 -0.0734
N -2.0743 -1.3075 -0.7294
C -2.4135 -1.2196 -2.0044
C -3.0577 -2.2473 -2.6935
C -3.3603 -3.4069 -2.0217
C -2.9763 -3.5279 -0.6831
C -3.2172 -4.7206 0.1071
N -3.8540 -5.8043 -0.3101
H -1.6989 -4.6688 3.9568
H -0.3777 -2.7260 4.8371
H -0.0160 -0.7571 3.3353
H -2.1708 -0.2972 -2.5093
H -3.3124 -2.1133 -3.7348
H -3.8729 -4.2299 -2.5018
C 2.2417 3.8612 2.4534
N 1.7918 2.8015 1.5558
C 0.7113 3.1775 0.6655
C 1.9743 1.4774 1.8322
O 1.0934 0.6227 1.5837
N 3.1527 1.1005 2.3793
C 4.3987 1.8338 2.2063
C 3.3033 -0.2313 2.9434
H 1.3736 4.4381 2.7798
H 2.9407 4.5393 1.9617
H 2.7153 3.4427 3.3366
H 0.9577 4.1337 0.2028
H -0.2407 3.2907 1.1993
H 0.6044 2.4265 -0.1165
H 4.2833 2.6203 1.4659
H 5.1614 1.1385 1.8511
H 4.7478 2.2690 3.1443
H 2.3466 -0.7421 2.9437
H 3.6830 -0.1611 3.9637
H 4.0121 -0.8147 2.3513
Cl -4.0928 1.7974 -1.9507
C -2.4564 2.1469 -1.6740
H -2.2347 2.9909 -1.0401
H -1.7486 1.7667 -2.3914
C -3.9775 -0.0396 1.9842
P -2.5943 1.1468 1.9195
C -3.4516 2.6929 1.4734
C -2.1484 1.4519 3.6538
C -3.1384 1.4605 4.6378
C -2.8119 1.7497 5.9521
C -1.4981 2.0406 6.2965
C -0.5119 2.0438 5.3231
C -0.8355 1.7496 4.0059
H -4.8805 0.4371 2.3647
H -3.7277 -0.8874 2.6217
H -4.1788 -0.3966 0.9738
H -4.0903 2.9710 2.3126
H -4.0652 2.5492 0.5859
H -2.7426 3.5017 1.2993
H -4.1688 1.2410 4.3884
H -3.5846 1.7518 6.7087
H -1.2473 2.2685 7.3235
H 0.5108 2.2757 5.5902
H -0.0698 1.7435 3.2401
C 3.3360 -1.1542 -0.9437
C 3.3747 -0.1513 -2.0544
C 3.9939 -0.5899 -3.3412
C 3.5978 1.2694 -1.6375
Si 1.0432 -0.0543 -2.5886
O 0.5024 0.1975 -1.1457
C 0.7308 -1.7662 -3.2048
C 0.5025 -2.0907 -4.5446
C 0.1533 -3.3842 -4.9080
C 0.0320 -4.3690 -3.9403
C 0.2475 -4.0623 -2.6022
C 0.5871 -2.7708 -2.2378
C 1.0997 1.3585 -3.7740
C 0.6972 2.6177 -3.3146
C 0.7273 3.7223 -4.1495
C 1.1707 3.5876 -5.4568
C 1.5880 2.3502 -5.9269
C 1.5554 1.2459 -5.0919
H 4.3387 -1.1898 -0.4938
H 3.1114 -2.1583 -1.3019
H 2.6300 -0.8694 -0.1618
H 5.0607 -0.7785 -3.1554
H 3.9333 0.1761 -4.1125
H 3.5708 -1.5250 -3.7103
H 4.6488 1.3696 -1.3324
H 2.9749 1.5420 -0.7838
H 3.4286 1.9754 -2.4493
H 0.5722 -1.3343 -5.3150
H -0.0220 -3.6216 -5.9488
H -0.2304 -5.3784 -4.2284
H 0.1523 -4.8326 -1.8474
H 0.7325 -2.5303 -1.1906
H 0.3667 2.7284 -2.2894
H 0.4090 4.6899 -3.7848
H 1.1971 4.4493 -6.1099
H 1.9419 2.2480 -6.9437
H 1.9041 0.2948 -5.4741